Entry from the OMol25 dataset: C30H22ClF5IN4O4STl as an isolated structure at a distorted geometry (wB97M-V/def2-TZVPD).

The charge is 0. As for the highest occupied orbital energy: -5.895 eV. Its energy above the lowest of the compared OMol25 structures with the same formula, charge and spin is 249.9 kJ/mol. As for the lowest unoccupied orbital energy: -2.14 eV. The electronic energy comes out at -95353.1872 eV.

CARTESIAN COORDINATES (ANGSTROEM)
F1 12.84988 10.49599 14.12114
C1 14.82317 8.55446 11.92038
H1 7.77567 18.69248 10.13702
C2 8.42488 15.40898 7.98830
H2 10.19469 11.24810 5.26838
C3 13.94140 11.68921 6.15347
C4 13.44704 13.98316 6.67740
H3 11.47669 6.15901 6.43328
C5 7.31843 17.62615 8.34649
C6 13.23626 9.13483 6.62652
C7 14.35200 13.02244 6.41521
C8 7.07000 15.03804 5.59140
O1 15.36931 7.69606 7.08054
C9 13.15876 10.88988 11.80590
C10 11.76087 7.24332 6.37358
H4 16.11645 7.33666 7.56308
C11 14.02751 10.47995 10.69699
H5 8.17432 10.40432 4.24030
C12 8.00443 14.10600 6.12061
F2 14.53417 8.64220 14.31415
N1 10.99512 9.45559 5.90216
O2 16.42059 12.40644 5.54013
H6 9.67848 7.88302 6.00127
H7 14.64616 10.91683 5.87201
H8 10.53702 10.10287 3.96114
H9 8.28697 13.18792 5.58498
S1 12.01498 12.14258 11.74931
Cl1 6.06845 18.74512 7.87874
I1 9.74091 16.90170 11.86581
H10 13.61922 14.99860 7.11719
C13 10.11881 10.19655 5.00349
H11 11.31317 14.37389 6.77206
H12 6.64361 14.91174 4.60157
H13 14.10901 6.36112 7.95034
H14 16.04964 14.34540 6.40036
H15 6.04154 9.39102 7.09220
H16 14.12889 9.51116 7.03226
C14 14.26141 9.05127 13.09021
O3 9.92842 14.70245 9.67757
Tl1 9.84973 12.29719 9.11071
N2 6.72017 9.11290 6.38355
H17 16.18244 12.99796 7.55872
C15 7.95329 17.75924 9.56581
C16 7.82267 9.85096 6.24914
C17 14.90227 9.38308 10.77140
H18 6.44370 8.32044 5.76552
C18 8.63299 9.72132 4.96586
H19 14.26823 6.10950 6.15315
C19 9.09630 15.57461 9.25003
C20 15.83598 13.28110 6.53660
O4 8.20523 10.72769 7.02972
C21 14.22072 6.85537 6.99727
F3 15.58175 7.42900 12.01115
N3 8.68607 14.30028 7.22528
F4 15.87094 9.22063 9.83856
C22 12.08404 13.61214 6.66158
C23 12.56699 11.37603 6.24667
H20 17.36493 12.55662 5.44507
C24 7.46346 16.45190 7.55782
C25 8.81850 16.75314 9.98877
C26 13.00988 7.73715 6.67531
H21 8.60756 8.67195 4.58720
C27 6.77443 16.16732 6.33643
C28 12.21570 9.98002 6.24623
H22 6.10282 16.90214 5.97352
N4 11.63676 12.36396 6.40018
C29 10.75870 8.14166 6.17993
F5 13.93504 11.14679 9.51867
C30 13.40742 10.14640 12.98242

***

Entry from the OMol25 dataset: C49H45BrN7O5Re as an isolated structure at a distorted geometry (wB97M-V/def2-TZVPD).

The charge is +1. As for the highest occupied orbital energy (spin up / spin down): -9.896 / -9.923 eV. Its energy above the lowest of the compared OMol25 structures with the same formula, charge and spin is 69.3 kJ/mol. Its spin multiplicity is 4. As for the lowest unoccupied orbital energy (spin up / spin down): -3.10 / -3.95 eV. The expectation value of S² is 3.78. The electronic energy comes out at -144378.2703 eV.

CARTESIAN COORDINATES (ANGSTROEM)
C1 7.05246 7.27084 -3.28220
H1 4.56249 -0.57818 0.46171
C2 5.02455 1.12675 -0.81049
C3 8.43741 5.36815 -3.83058
C4 1.12756 3.45846 -2.41981
C5 -3.08809 6.31064 0.56148
O1 0.87646 -0.22638 2.91437
C6 8.23318 6.75235 -3.80293
H2 -3.33406 -4.23184 2.86096
H3 0.35273 1.59162 -4.13670
H4 6.09827 0.99725 -0.75244
N1 0.95979 1.50910 -1.08740
C7 -1.73455 2.18843 1.12771
C8 0.43556 2.43732 1.89643
C9 -2.15274 3.39375 1.70871
C10 -0.05225 -2.67010 -4.74527
C11 -2.58144 1.39275 0.33654
C12 -1.72469 -2.84878 3.13669
Br1 -0.91045 7.86089 -3.25250
O2 -1.99491 0.42657 -0.39400
C13 0.33230 -2.23618 -2.39391
H5 -4.61996 0.96824 -0.08855
N2 -3.79313 6.02985 1.79783
H6 9.99881 9.32440 -4.69501
C14 -2.10767 -2.09213 0.57526
C15 -1.66043 7.92533 -0.51986
H7 -2.08564 1.10022 -3.61638
H8 0.94409 -5.19232 0.78042
O3 1.90911 -0.28354 0.50845
C16 -0.93912 -1.85830 2.56111
H9 -1.43313 0.37071 -2.14811
H10 8.23255 9.23605 -4.86941
H11 0.15316 -3.63863 0.51024
C17 -2.72594 -3.45583 2.41432
N3 -0.45848 1.71287 1.24068
H12 -0.36434 -5.05679 -0.40635
H13 -0.93265 -0.44108 -5.02883
H14 -1.43053 5.11008 2.81471
H15 3.11532 -3.93992 0.39485
H16 3.47568 -3.25681 -1.19827
C18 -2.32087 7.46509 0.60752
H17 1.59248 -0.58431 2.36586
H18 -5.46016 2.97602 1.16831
C19 9.08742 8.91728 -4.26996
H19 -0.40731 -2.31387 -5.70628
N4 5.59101 3.05486 -2.03982
H20 0.88698 4.23461 2.96768
C20 -0.56792 -0.38594 -4.00342
H21 2.36004 -2.42384 -0.11528
H22 -3.70222 -3.48855 0.48490
C21 -2.92660 -3.05547 1.10110
H23 -2.21818 -1.79035 -0.45317
C22 -1.72056 0.16788 -3.17334
N5 -1.12267 -1.47924 1.28223
H24 0.71113 -2.04288 3.88694
H25 -1.05650 8.82107 -0.47645
C23 1.52339 -4.19158 -1.04876
H26 -1.53804 -3.11891 4.16900
C24 0.90515 -3.53158 -2.28275
C25 -4.39614 2.77598 1.10915
H27 5.16032 6.77718 -2.37848
O4 0.21063 -1.39711 -1.30284
H28 1.93392 -5.13447 -1.40860
C26 -3.92754 1.63973 0.40581
C27 0.37981 2.49602 -1.74420
C28 6.29617 5.03052 -2.79733
N6 5.25359 4.22709 -2.25254
H29 9.36556 4.99538 -4.24619
H30 8.97319 9.27701 -3.24532
C29 0.49733 -4.54175 0.02308
H31 -3.92795 4.80405 -0.73790
C30 4.56997 2.21277 -1.51338
H32 -0.70457 2.50144 -1.77088
H33 1.24249 0.44045 -3.11029
C31 2.32651 1.45426 -1.01322
C32 -3.53501 3.69868 1.63703
H34 0.49770 -4.60267 -5.50129
H35 1.37875 -5.33320 -3.31785
C33 -2.62627 6.12232 -1.79668
H36 -2.55303 -0.53954 -3.14614
C34 2.49809 3.39591 -2.40651
H37 7.63511 3.44600 -3.33846
C35 4.16831 0.24377 -0.12344
H38 0.61135 4.23280 -2.96823
H39 -2.77841 5.62809 -2.74766
C36 7.48276 4.51624 -3.33076
C37 2.81852 0.43007 -0.18632
C38 -1.16814 4.15730 2.36987
C39 0.11309 3.67592 2.46059
H40 3.08139 4.12155 -2.94815
H41 -0.44435 -0.79325 4.31186
C40 0.65371 0.54496 -4.02395
C41 -3.26004 5.64967 -0.65504
H42 1.30547 0.29097 -4.86122
C42 6.08770 6.39848 -2.79315
C43 -1.81107 7.24255 -1.71223
C44 2.68633 -3.40026 -0.45609
O5 9.23670 7.50305 -4.30131
N7 -4.06226 4.90044 2.22443
C45 3.15824 2.38575 -1.66127
H43 6.87683 8.33635 -3.25036
C46 0.09732 -1.23849 3.47641
Re1 -0.04811 0.02865 0.02569
C47 0.93861 -4.34645 -3.41370
C48 -0.11466 -1.80060 -3.65761
C49 0.45476 -3.94626 -4.64123
H44 1.42252 2.01074 2.00953
H45 -2.23935 8.00121 1.54588

***

Entry from the OMol25 dataset: a 2-piece molecular cluster, C4H13N2S overall at a distorted geometry (wB97M-V/def2-TZVPD).

The charge is -1. As for the highest occupied orbital energy: -2.587 eV. Its energy above the lowest of the compared OMol25 structures with the same formula, charge and spin is 92.8 kJ/mol. As for the lowest unoccupied orbital energy: 3.98 eV. The electronic energy comes out at -18174.5657 eV.

CARTESIAN COORDINATES (ANGSTROEM)
C1 -0.81511 -1.11208 -1.94432
S1 0.57610 -0.01130 -1.70750
H1 -1.11553 0.71297 0.35817
N1 -0.44314 1.26904 2.37680
H2 1.62409 1.60028 2.67112
H3 -1.12275 -1.14251 -2.99208
H4 -2.41193 1.01043 1.54422
H5 -1.72785 -0.74606 -1.46769
H6 -0.17256 -2.62002 -0.46340
H7 1.06102 2.03203 1.06787
H8 0.36450 -2.98394 -2.08443
H9 -0.57537 2.06750 2.99237
N2 1.32620 -0.04871 1.38113
C2 -0.46316 -2.55445 -1.50280
C3 0.91919 1.26289 1.87844
H10 -1.45382 2.35275 0.77385
C4 -1.41159 1.32982 1.19144
H11 1.05146 -0.71421 2.09167
H12 -1.40964 -3.12112 -1.62197
H13 1.11340 -0.36663 0.40816

***

Entry from the OMol25 dataset: one molecule with the formula C4H5NO at a distorted geometry (wB97M-V/def2-TZVPD).

The charge is 0. As for the highest occupied orbital energy: -9.396 eV. Its energy above the lowest of the compared OMol25 structures with the same formula, charge and spin is 257.5 kJ/mol. As for the lowest unoccupied orbital energy: 0.70 eV. The SMILES is C=C(C)OC#N. The electronic energy comes out at -7763.8576 eV.

CARTESIAN COORDINATES (ANGSTROEM)
C1 1.03505 -0.38045 -0.55080
O1 -0.13608 0.24811 1.30327
H1 1.36836 -0.19800 -1.55514
H2 -1.41374 0.25012 -1.75290
N1 2.12499 0.88506 2.05527
H3 -1.86449 -1.11108 -0.73480
H4 -2.26753 0.53563 -0.20278
H5 1.67446 -0.98077 0.08843
C2 -1.51292 -0.06797 -0.71171
C3 1.10879 0.55909 1.60280
C4 -0.16561 -0.04684 -0.07080

***

Entry from the OMol25 dataset: one molecule with the formula C6H15Cl3NP (wB97M-V/def2-TZVPD).

The charge is 0. As for the highest occupied orbital energy: -8.969 eV. As for the lowest unoccupied orbital energy: 0.69 eV. The SMILES is CC[C@@H](Cl)[PH2](N)[C@H](Cl)[C@@H](C)Cl. The electronic energy comes out at -54810.6403 eV.

CARTESIAN COORDINATES (ANGSTROEM)
H1 -2.48689 -0.20816 1.16884
H2 -0.47694 0.32577 2.01251
N1 0.12295 2.38523 1.23044
Cl1 0.67245 -1.91016 2.43718
H3 1.71513 0.80993 1.10548
C1 -2.80479 -0.12959 0.13066
H4 1.96299 -2.79889 -0.03366
H5 -3.87220 0.08193 0.11879
H6 -2.44802 1.07030 -1.62394
H7 1.00094 2.88115 1.28972
H8 -0.44398 -0.25822 -1.24230
H9 -2.22569 1.94310 -0.13073
H10 -0.16206 -1.80210 0.29627
H11 2.28404 -0.05898 -1.33126
H12 2.98044 -1.58950 -1.83135
Cl2 0.19074 1.89432 -1.83196
C2 1.95643 -1.71228 0.03939
C3 -2.05778 0.97746 -0.60847
C4 -0.56303 0.69600 -0.73956
Cl3 3.42745 -1.28383 0.96581
P1 0.32766 0.64244 0.91509
C5 2.11214 -1.13292 -1.35963
H13 -2.65301 -1.09309 -0.35758
C6 0.67819 -1.27776 0.75637
H14 -0.48216 2.89951 0.60567
H15 1.24502 -1.35164 -1.98177

***

Entry from the OMol25 dataset: C6H14F3N2O2Pt2 as an isolated structure at a distorted geometry (wB97M-V/def2-TZVPD).

The charge is +1. As for the highest occupied orbital energy (spin up / spin down): -11.172 / -11.171 eV. Its spin multiplicity is 5. As for the lowest unoccupied orbital energy (spin up / spin down): -6.18 / -6.68 eV. The expectation value of S² is 6.01. The electronic energy comes out at -28155.7287 eV.

CARTESIAN COORDINATES (ANGSTROEM)
H1 0.18147 1.55663 -3.65962
Pt1 3.59907 0.36820 1.09873
F1 1.47112 0.05959 0.54081
C1 -2.51019 1.75550 3.22544
H2 -1.00821 0.71789 5.71908
H3 -2.38923 -0.27722 5.50829
H4 -0.72487 -1.09106 3.55966
N1 0.64893 -0.51670 -4.03796
Pt2 2.26711 -1.98179 -0.46185
C2 1.15413 -1.60428 -3.55065
O1 -3.41493 2.44646 3.63288
F2 3.87058 -0.43787 -0.98574
H5 -2.70469 1.41047 5.77617
C3 0.11550 0.59305 -3.15439
H6 -0.65622 -0.20871 -5.63816
C4 -2.01136 0.72221 5.29274
N2 -1.83596 0.81880 3.87608
H7 -1.01941 -0.07806 2.16302
H8 -2.08942 2.01792 2.24243
H9 1.11902 -2.53027 -4.14521
C5 0.36354 -0.56089 -5.48266
O2 1.54993 -1.70400 -2.36824
H10 -0.94524 0.44836 -2.94942
C6 -0.79776 -0.05467 3.22998
H11 0.18354 0.41333 3.30821
H12 0.64879 0.78397 -2.22312
H13 0.59081 -1.49635 -5.99390
H14 0.79588 0.25782 -6.05789
F3 3.54807 -1.82833 1.53529